# 1
{
  "formula": "C32H64FN6O9S2",
  "method": "wB97M-V/def2-TZVPD",
  "total_energy_ha": -3159.3855,
  "charge": 1,
  "gap_ev": 8.433,
  "lumo_energy_ev": -3.0,
  "species": ["H", "H", "H", "C", "H", "H", "H", "N", "H", "C", "C", "O", "S", "C", "C", "O", "C", "O", "C", "N", "C", "H", "H", "H", "H", "H", "H", "C", "H", "O", "H", "H", "C", "H", "H", "C", "C", "H", "H", "H", "H", "H", "C", "H", "H", "C", "H", "C", "C", "H", "H", "H", "C", "C", "H", "H", "F", "H", "O", "C", "C", "H", "H", "H", "H", "H", "H", "H", "C", "H", "H", "C", "C", "H", "C", "H", "C", "O", "H", "N", "H", "O", "H", "H", "H", "N", "C", "H", "C", "H", "N", "H", "H", "H", "H", "N", "S", "H", "H", "H", "H", "H", "H", "C", "C", "H", "O", "H", "H", "C", "C", "C", "O", "H"],
  "xyz": [[-3.317, -2.666, 4.851], [2.732, -2.675, 3.617], [-1.669, -4.448, 5.195], [4.958, -2.602, -2.626], [7.262, -2.406, -3.474], [-0.422, 0.404, -0.040], [-7.338, 3.479, -1.615], [3.750, -0.766, 0.426], [5.006, -3.101, 0.567], [0.656, -2.663, 3.542], [3.329, 2.755, -0.661], [1.327, -0.150, -0.904], [-6.696, 6.794, -0.374], [-0.040, 0.193, -1.033], [0.227, 5.118, -1.040], [-4.876, -3.045, 8.143], [0.611, -3.268, -0.764], [-0.194, -2.367, 2.496], [-3.567, 3.542, -2.277], [5.422, -4.999, -2.963], [-2.685, -4.612, 5.543], [-4.194, 1.853, -3.379], [-5.570, 5.091, -1.587], [0.124, -3.110, -1.720], [-5.641, 4.728, 0.145], [-0.848, 3.985, -2.515], [-2.385, -3.335, 7.278], [-8.454, 6.542, -0.606], [2.085, 0.214, -2.787], [-3.305, 4.850, -2.423], [4.533, 2.348, 1.026], [2.147, -4.698, -0.580], [2.605, -3.653, -2.368], [4.256, -0.229, 2.345], [4.650, -5.440, -3.450], [2.157, 3.655, -0.272], [1.965, -1.904, 3.561], [4.336, -4.513, -0.224], [-2.422, -5.072, 7.684], [-0.014, -2.969, 1.769], [-2.944, -5.657, 5.358], [-3.818, -3.971, 3.784], [5.653, -3.659, -3.505], [-5.645, -4.589, 5.224], [2.009, -1.387, 4.515], [1.870, -0.608, -2.106], [4.171, 3.419, -0.849], [3.456, -2.425, -2.679], [4.429, 0.489, 0.045], [2.536, 4.391, 0.437], [-1.919, 6.268, -2.069], [-0.620, -0.630, -1.454], [-3.544, 2.705, -3.523], [-5.016, -3.781, 5.591], [-1.259, 3.587, -0.834], [5.376, -1.630, -2.885], [3.104, -1.954, -3.937], [4.670, 0.477, -1.009], [0.356, -3.484, 4.410], [2.081, -3.670, -0.919], [-6.203, 5.098, -0.708], [7.584, -3.891, -4.019], [2.251, 5.143, -1.794], [5.187, -2.677, -5.258], [-8.881, 7.440, -1.045], [5.275, -2.808, -1.610], [0.049, -4.056, -0.269], [1.746, -3.623, -3.033], [-8.539, 5.307, -1.496], [-0.170, 1.071, -1.655], [1.409, 3.062, 0.253], [1.531, 4.411, -1.443], [2.226, -0.932, 2.407], [0.502, -2.360, -0.178], [-1.035, 4.397, -1.522], [-2.528, 2.359, -3.703], [-3.687, -3.692, 4.829], [-3.825, 3.046, -1.194], [6.221, -5.568, -3.216], [7.070, -3.385, -3.308], [4.139, -1.950, 2.120], [-6.206, 7.635, -1.438], [3.121, -4.576, -2.579], [-8.888, 6.361, 0.376], [-9.543, 4.887, -1.495], [2.946, -2.910, 0.022], [3.770, 1.811, 0.469], [-5.573, -2.848, 5.586], [-2.218, 5.336, -1.605], [2.959, 1.633, 1.170], [3.119, -1.313, -1.756], [1.525, -1.095, 1.602], [-2.599, 5.542, -0.607], [4.491, -4.154, -5.150], [0.191, 5.181, 0.045], [5.319, -3.622, -4.928], [-4.588, -4.173, 7.296], [0.220, 6.136, -1.422], [-3.854, 3.268, -4.398], [5.372, 0.420, 0.583], [1.325, 3.690, -2.231], [3.125, 2.225, -1.587], [-7.865, 3.908, 0.006], [4.121, -3.722, 0.485], [-2.822, -4.301, 7.029], [1.168, -1.290, -2.586], [-6.424, 7.119, 1.002], [2.080, 0.078, 2.777], [3.923, -4.122, 1.474], [3.666, -1.008, 1.875], [3.264, -1.649, -0.425], [-7.504, 4.317, -0.939], [-5.103, -5.480, 7.611], [-8.287, 5.573, -2.525]]
}



# 2
{
  "formula": "C3H11NO3S2",
  "method": "wB97M-V/def2-TZVPD",
  "smiles": "N[C@H](C=O)CSS.O.O",
  "total_energy_ha": -1197.6793,
  "charge": 0,
  "gap_ev": 8.860,
  "de_lowest_kcal_mol": 65.1,
  "lumo_energy_ev": 0.4,
  "species": ["H", "C", "O", "H", "H", "H", "O", "C", "S", "H", "C", "H", "H", "H", "S", "O", "H", "H", "N", "H"],
  "xyz": [[1.793, 2.483, -1.198], [-1.297, 0.534, 0.366], [0.919, 2.280, -1.617], [0.254, 0.287, -1.326], [-0.058, 2.075, 0.098], [-1.584, 2.501, 0.073], [0.043, -0.049, 2.233], [-0.691, -0.104, -0.946], [0.843, -2.718, -0.135], [0.758, -2.156, 1.119], [-0.982, -0.097, 1.642], [1.289, 2.998, 1.180], [1.703, 4.222, 0.581], [1.055, 2.052, -2.532], [-0.710, -1.937, -1.062], [1.921, 3.304, 0.663], [-2.486, 0.414, 0.294], [-1.136, 0.321, -1.904], [-1.011, 1.932, 0.571], [-1.881, -0.511, 2.157]]
}



# 3
{
  "formula": "C44H59N2OP2RbS5Si",
  "method": "wB97M-V/def2-TZVPD",
  "total_energy_ha": -4884.1386,
  "charge": -2,
  "gap_ev": 5.027,
  "de_lowest_kcal_mol": 1.7,
  "lumo_energy_ev": 3.7,
  "species": ["C", "S", "C", "C", "P", "C", "C", "C", "H", "C", "C", "H", "H", "C", "C", "H", "H", "H", "C", "H", "O", "H", "H", "C", "C", "H", "P", "H", "H", "H", "H", "S", "C", "C", "C", "H", "C", "C", "C", "C", "H", "H", "H", "H", "C", "H", "N", "H", "C", "S", "C", "H", "H", "H", "C", "C", "H", "H", "H", "C", "C", "H", "H", "C", "H", "C", "H", "C", "Si", "S", "C", "C", "H", "H", "H", "H", "C", "H", "H", "H", "H", "C", "C", "H", "N", "C", "H", "H", "C", "H", "H", "H", "C", "H", "C", "H", "C", "H", "H", "C", "Rb", "H", "S", "H", "H", "C", "H", "H", "H", "H", "C", "H", "C", "H", "H"],
  "xyz": [[3.672, 3.706, 3.068], [0.447, 2.873, -2.864], [-2.352, -2.980, -0.804], [-4.677, -1.405, 5.134], [-2.116, -1.875, 1.777], [4.172, -1.790, -2.129], [-3.559, -0.639, 5.863], [5.527, -2.076, -1.448], [-1.399, -2.931, 3.799], [0.091, -3.509, 2.373], [0.585, -4.920, 2.725], [-4.876, -2.852, 3.539], [4.399, 0.172, 3.175], [-2.474, -0.162, 4.882], [5.064, 0.575, -2.142], [7.637, -1.714, -1.783], [3.888, -4.421, -1.522], [0.110, -4.685, 4.801], [1.960, -3.496, -1.265], [-0.846, -3.029, -3.660], [2.735, 7.707, -3.826], [4.664, 0.674, -1.128], [0.458, 3.616, 1.388], [2.342, -5.888, -1.421], [-4.988, -3.926, -0.380], [2.050, -1.896, 1.168], [2.605, -1.776, -1.077], [0.229, -3.335, 1.304], [7.096, 0.600, -2.914], [4.311, 5.287, 1.800], [5.529, -1.711, -0.419], [1.257, 5.511, -3.864], [3.850, -1.915, 3.440], [3.059, -1.852, 0.736], [-4.108, -2.199, 3.959], [3.117, -3.895, 1.418], [-0.698, -2.071, -3.145], [3.675, -0.557, 1.282], [3.637, -0.524, 2.819], [-2.999, -2.787, 0.435], [-1.480, -1.378, -3.471], [-4.327, -1.038, 2.154], [5.699, -3.154, -1.386], [2.684, -0.104, 3.145], [-1.592, -5.585, 3.793], [3.029, -6.720, -1.527], [2.792, 2.696, 3.396], [-1.682, -0.912, 4.790], [-4.364, -4.132, -1.603], [2.958, 3.439, -0.446], [6.539, 0.134, -2.096], [5.586, -2.315, 2.237], [2.884, -2.393, 3.638], [0.257, -1.664, -3.492], [1.642, 2.706, 2.761], [-1.385, -3.295, 2.765], [-4.881, -4.650, -2.404], [0.368, -6.356, 4.342], [-5.999, -4.277, -0.206], [-4.304, -3.261, 0.624], [0.115, -5.026, -1.165], [3.140, 0.321, 0.913], [0.694, -2.757, 2.890], [4.229, -0.448, -2.901], [-3.334, -2.864, 4.353], [1.466, 4.232, -2.649], [3.220, -0.069, -3.070], [2.405, 4.376, 1.106], [-0.630, -2.166, -1.213], [0.387, 1.560, 3.045], [3.834, -3.094, 1.226], [2.493, 6.638, -3.307], [4.914, -3.757, 2.977], [-2.608, -3.823, -2.763], [-5.432, -0.705, 4.762], [4.349, -1.824, 4.408], [-3.084, 0.076, 3.507], [3.982, -2.579, -2.863], [-3.115, -1.280, 6.630], [6.999, 0.485, -1.168], [0.352, -5.607, 1.904], [-2.129, -4.629, 2.718], [3.552, 4.552, 2.031], [-4.804, -3.109, 1.572], [1.366, 3.684, 1.819], [-3.533, -1.264, 2.873], [-3.205, -4.495, 2.843], [1.672, -4.921, 2.825], [6.674, -1.394, -2.191], [-3.946, 0.745, 3.613], [4.971, 1.565, -2.590], [4.534, 3.786, 3.726], [-0.077, -5.415, 4.007], [0.588, -7.119, -1.250], [4.644, -2.812, 2.496], [2.012, 5.316, 0.720], [-3.074, -3.663, -1.797], [-5.193, -2.073, 5.830], [-1.997, -5.056, 1.719], [2.439, 4.496, -1.737], [0.400, 0.820, -0.170], [-1.979, 0.740, 5.245], [3.350, 6.002, -1.907], [6.661, -1.710, -3.239], [-2.370, 0.585, 2.859], [0.567, -3.699, -1.178], [4.673, -0.608, -3.891], [-0.951, -5.217, -1.086], [-2.117, -5.404, 4.737], [-1.817, -6.617, 3.505], [2.821, -4.585, -1.419], [4.704, -0.448, 0.927], [0.980, -6.107, -1.269], [-3.991, 0.219, 6.388], [4.499, -3.478, 0.453]]
}



# 4
{
  "formula": "C27H59N2O10PSi",
  "method": "wB97M-V/def2-TZVPD",
  "smiles": "[H]/N=C(\\C)C[Si@@H](CCCC)[PH2]=N.CCOC(C)=O.CCOC(C)=O.CCOC(C)=O.CCOC(C)=O.CCOC(C)=O",
  "total_energy_ha": -2556.8866,
  "charge": 0,
  "gap_ev": 8.020,
  "lumo_energy_ev": 0.7,
  "species": ["O", "H", "O", "H", "N", "C", "H", "H", "H", "H", "H", "H", "C", "H", "H", "H", "H", "H", "P", "H", "H", "O", "H", "C", "H", "O", "H", "H", "O", "C", "H", "C", "O", "H", "H", "Si", "C", "H", "H", "H", "H", "C", "H", "H", "C", "H", "H", "H", "H", "H", "C", "C", "C", "C", "O", "C", "H", "H", "H", "H", "H", "C", "H", "C", "C", "C", "C", "H", "C", "C", "C", "H", "C", "H", "O", "C", "N", "H", "H", "O", "C", "C", "H", "H", "O", "H", "C", "H", "H", "H", "H", "H", "H", "C", "H", "H", "H", "H", "H", "H"],
  "xyz": [[-1.076, 8.002, 2.904], [-1.316, 8.940, 4.748], [-0.400, 5.176, 0.361], [-4.514, -5.570, -2.972], [-3.061, -2.326, 2.375], [1.603, -0.759, 0.700], [-2.897, -3.058, -0.150], [9.104, -3.685, 5.128], [-2.134, -4.479, 0.615], [1.084, 8.624, 5.424], [1.512, -1.258, -0.256], [0.063, 6.439, -1.229], [-0.538, 8.726, 4.013], [-1.307, -4.071, -2.634], [8.454, -4.432, 6.592], [-5.209, 1.338, -6.250], [-2.828, 0.606, -6.793], [8.982, -5.321, 3.176], [-1.473, 0.041, -0.161], [-1.613, 5.607, 4.578], [3.957, -2.568, 0.271], [6.748, -3.921, 3.723], [-2.316, 7.158, -1.598], [-2.022, -2.664, 1.740], [-2.177, 7.166, 5.216], [-4.719, -6.222, -6.142], [2.715, -3.959, 2.669], [-2.124, -0.963, -6.452], [-2.537, -0.908, -3.940], [7.183, -4.655, 4.869], [-1.977, -5.664, -3.020], [0.653, 8.020, 4.624], [-2.498, 6.571, 2.045], [-3.583, 3.090, -4.337], [-2.220, 5.394, -1.700], [-0.100, -0.689, 1.459], [-4.242, -5.756, -5.142], [-0.228, 9.685, 3.600], [-2.827, -0.251, 0.117], [7.553, -5.639, 4.580], [7.775, -2.914, 5.981], [-2.052, -3.417, 0.425], [6.280, -4.822, 5.455], [-3.670, -3.788, -3.434], [-0.672, -2.320, 2.251], [2.320, -3.176, 0.349], [3.761, -4.756, 1.458], [-0.003, -3.146, 2.042], [-1.141, -3.205, -0.117], [3.491, -0.817, 1.677], [0.043, 3.764, -1.615], [2.640, -1.478, 1.587], [-5.079, 2.187, -5.580], [-2.855, -4.013, -4.124], [-3.384, 1.096, -4.203], [-2.281, 6.450, 4.404], [-0.765, -2.215, 3.322], [-3.883, -0.781, -6.454], [-0.090, 0.339, 2.530], [-1.331, 1.450, -0.176], [-2.824, 6.150, -0.233], [-1.691, -4.697, -3.440], [-5.807, 2.083, -4.776], [8.191, -3.879, 5.691], [3.521, -3.826, 1.956], [-4.585, -6.302, -3.774], [0.077, 4.021, -0.125], [-1.707, -1.081, -1.993], [-3.677, 2.239, -5.010], [3.137, -2.775, 0.941], [-0.699, 6.313, -0.457], [8.955, -4.900, 1.473], [-2.942, -0.295, -6.197], [-2.526, -3.067, -4.531], [-3.334, -4.771, -5.249], [-2.097, 6.251, -1.034], [-0.951, -0.577, -1.542], [0.149, 4.660, -2.223], [-5.610, -6.664, -3.800], [6.881, -3.427, 1.588], [-1.991, 7.019, 3.036], [8.799, -4.510, 2.475], [-5.298, 3.099, -6.135], [0.863, 3.096, -1.864], [0.460, 3.178, 0.644], [4.394, -3.531, 2.522], [7.402, -3.934, 2.542], [-3.306, 6.090, 4.411], [1.417, 7.846, 3.867], [1.895, 0.254, 0.455], [-3.875, -2.643, 1.847], [9.515, -3.710, 2.655], [-0.895, 3.269, -1.865], [-2.911, -0.060, -4.704], [-0.617, 7.170, 0.208], [-3.924, -7.139, -3.556], [-0.889, -4.878, -4.155], [2.263, -1.695, 2.577], [-2.919, 2.368, -5.784], [0.377, 7.050, 5.037]]
}